Formula: C34H64N6O5
Source: the OMol25 dataset
Level of theory: the ωB97M-V functional and the def2-TZVPD basis

XYZ file:
```
109
Properties=species:S:1:pos:R:3:forces:R:3:lowdin_charge:R:1
C 4.604 -0.699 2.610 1.4 -3.3 -6.3 0.08
C 5.023 -1.215 1.460 -2.9 2.9 4.9 -0.12
C 5.233 -1.847 -0.026 0.1 -0.6 2.3 -0.14
C 4.050 -2.965 -0.249 0.5 0.0 1.1 -0.23
C 3.772 -3.591 1.228 -3.3 -3.6 2.1 -0.11
N 3.297 -4.261 2.140 3.3 4.3 -5.8 0.17
C 2.725 -2.371 -0.957 -0.3 1.3 0.8 -0.19
C 1.960 -1.445 0.133 -2.9 3.2 2.2 -0.11
N 1.332 -0.675 0.857 4.1 -5.1 -4.6 0.16
C 1.786 -3.489 -1.643 1.4 -0.3 0.0 -0.15
O 1.299 -4.366 -0.590 -2.6 1.1 -1.2 -0.15
C -0.139 -4.386 -0.510 -4.0 -0.7 0.5 -0.12
C -1.047 -3.063 -0.528 -1.5 -2.4 0.0 0.03
C -2.637 -3.096 -0.443 1.6 -3.4 0.2 -0.20
C -3.561 -1.755 -0.508 0.3 -0.5 -0.6 -0.11
C -3.308 -4.514 -0.293 3.8 0.5 -0.4 -0.04
C -2.421 -5.846 -0.259 1.1 3.3 -0.3 -0.01
C -0.823 -5.831 -0.359 -2.6 2.8 0.1 -0.06
C -0.005 -7.219 -0.340 -0.6 -0.8 -0.1 -0.35
C -0.925 -8.506 0.110 0.2 0.9 0.8 -0.13
C 1.285 -7.233 0.640 1.1 0.0 -1.1 -0.10
H 3.999 -0.450 3.567 1.7 -0.5 -2.2 0.07
H 5.270 -1.052 -0.854 0.0 -1.2 1.4 0.12
H 6.216 -2.473 0.057 -1.7 1.4 -0.4 0.12
H 4.470 -3.799 -0.935 -0.8 1.3 1.3 0.15
H 3.077 -1.631 -1.791 -0.6 -1.3 1.5 0.16
H 2.493 -4.144 -2.308 -1.1 1.2 1.1 0.15
H 0.979 -3.079 -2.350 1.1 -0.4 1.5 0.14
H -0.578 -2.006 -0.643 -0.7 -2.2 0.3 0.08
H -3.013 -0.862 -0.032 -1.0 -1.5 -0.6 0.08
H -4.612 -1.932 -0.035 2.1 0.2 -0.6 0.08
H -3.777 -1.447 -1.613 0.6 -0.7 1.9 0.07
H -4.466 -4.560 -0.228 2.3 -0.1 -0.1 0.09
H -3.038 -6.831 -0.181 1.6 1.9 -0.1 0.08
H 0.283 -7.442 -1.451 -0.1 0.6 2.0 0.14
H -1.825 -8.676 -0.593 1.5 0.1 1.2 0.07
H -0.256 -9.456 0.219 -1.2 1.8 -0.5 0.08
H -1.288 -8.251 1.192 0.4 -0.6 -2.0 0.10
H 1.443 -8.277 1.139 -0.6 2.0 -0.8 0.08
H 2.218 -7.094 -0.049 -1.5 -0.1 1.4 0.08
H 1.321 -6.377 1.406 -0.3 -1.4 -1.1 0.07
C 0.433 3.884 -1.639 0.1 -0.2 -0.3 -0.13
O 1.550 4.760 -1.595 0.0 0.1 0.5 -0.20
C 2.265 4.744 -0.360 0.3 0.1 -0.1 -0.20
C 3.207 3.534 -0.179 -0.3 -0.1 -0.3 -0.42
C 2.483 2.228 0.136 0.1 -0.1 0.3 -0.09
N 4.058 3.332 -1.360 0.0 0.3 -0.1 0.04
H -0.082 3.825 -0.677 0.1 -0.1 -0.1 0.09
H 0.747 2.893 -1.972 -0.1 -0.1 0.1 0.06
H -0.269 4.265 -2.383 0.1 0.1 0.1 0.08
H 2.880 5.652 -0.365 -0.1 -0.1 -0.1 0.12
H 1.574 4.845 0.485 -0.1 -0.2 0.0 0.11
H 3.857 3.755 0.675 0.0 0.1 -0.1 0.14
H 2.037 1.766 -0.746 0.0 0.1 0.0 0.05
H 3.184 1.497 0.551 -0.1 0.1 -0.1 0.05
H 1.694 2.384 0.878 0.1 -0.1 -0.1 0.08
H 4.627 4.167 -1.500 0.0 -0.2 0.0 0.07
H 3.445 3.318 -2.178 0.1 -0.1 0.2 0.07
C -2.435 9.592 -0.131 0.1 0.0 -0.4 -0.11
O -1.149 9.055 -0.395 0.1 -0.1 0.5 -0.19
C -0.581 8.323 0.689 0.2 -0.1 -0.2 -0.20
C -1.140 6.894 0.864 -0.3 0.3 -0.3 -0.42
C -2.541 6.849 1.468 -0.1 -0.2 0.4 -0.07
N -1.148 6.160 -0.409 0.2 0.3 0.0 0.05
H -2.537 9.927 0.906 0.0 -0.1 0.0 0.09
H -3.205 8.860 -0.379 -0.2 0.0 0.2 0.07
H -2.586 10.451 -0.788 0.2 0.0 0.0 0.09
H 0.488 8.240 0.459 -0.1 0.0 -0.1 0.12
H -0.651 8.899 1.619 -0.2 0.0 0.0 0.12
H -0.474 6.368 1.557 0.1 0.1 -0.1 0.13
H -3.325 7.080 0.746 0.1 0.0 0.0 0.06
H -2.756 5.844 1.850 0.1 0.1 -0.1 0.08
H -2.631 7.545 2.308 0.0 0.0 -0.1 0.08
H -0.191 6.092 -0.752 -0.1 0.0 0.0 0.05
H -1.612 6.752 -1.100 0.0 -0.1 0.2 0.08
C -1.441 -3.763 6.178 0.1 -0.4 -0.1 -0.11
O -0.889 -4.247 4.966 -0.1 0.4 -0.1 -0.19
C -0.440 -3.229 4.072 0.2 -0.1 -0.2 -0.19
C 0.923 -2.603 4.441 -0.1 -0.3 0.4 -0.43
C 0.861 -1.643 5.626 0.0 0.4 0.0 -0.08
N 1.931 -3.635 4.718 -0.4 -0.2 -0.1 0.03
H -2.003 -2.835 6.034 0.1 0.0 0.0 0.09
H -0.653 -3.626 6.921 -0.1 0.2 0.1 0.07
H -2.122 -4.522 6.569 0.0 0.0 -0.1 0.09
H -0.332 -3.719 3.098 0.0 0.0 0.1 0.12
H -1.214 -2.462 3.946 0.0 0.1 0.1 0.12
H 1.258 -2.023 3.574 -0.1 -0.1 -0.1 0.11
H 0.822 -2.154 6.589 0.0 -0.1 -0.1 0.06
H 1.755 -1.009 5.646 -0.1 -0.1 0.0 0.07
H -0.008 -0.981 5.552 0.1 -0.1 0.0 0.08
H 2.052 -4.204 3.882 0.2 0.2 0.2 0.01
H 1.526 -4.283 5.397 0.1 0.2 0.0 0.07
C -3.642 1.558 -6.376 -0.1 -0.3 -0.1 -0.11
O -2.459 0.796 -6.191 0.3 0.4 0.1 -0.19
C -1.448 1.452 -5.427 0.1 -0.2 0.1 -0.20
C -1.689 1.447 -3.902 -0.4 -0.1 -0.2 -0.43
C -2.773 2.420 -3.444 0.1 0.3 0.3 -0.07
N -2.023 0.101 -3.414 0.2 -0.1 -0.3 0.05
H -3.430 2.625 -6.497 0.0 0.0 0.1 0.09
H -4.329 1.391 -5.546 -0.1 0.2 0.0 0.07
H -4.138 1.201 -7.281 0.2 0.0 0.0 0.09
H -0.525 0.895 -5.623 -0.2 0.0 0.0 0.12
H -1.281 2.467 -5.804 -0.1 0.1 0.0 0.12
H -0.754 1.760 -3.425 0.0 -0.1 -0.1 0.11
H -3.782 2.046 -3.617 0.1 -0.1 -0.1 0.06
H -2.687 2.601 -2.367 0.0 -0.1 -0.1 0.08
H -2.672 3.387 -3.948 0.0 -0.1 0.0 0.08
H -1.245 -0.523 -3.620 -0.1 0.0 0.1 0.07
H -2.781 -0.256 -3.999 0.1 0.1 0.2 0.07
```
Positions in Å, forces in eV/Å.

## Properties
Highest occupied orbital energy = -0.2984 Ha
DFT total energy = -55458.9419 eV
Spin multiplicity = 1
SMILES string = C#CC[C@@H](C#N)[C@H](C#N)COc1cc(C)ccc1C(C)C.COC[C@@H](C)N.COC[C@@H](C)N.COC[C@@H](C)N.COC[C@@H](C)N
LUMO level = 0.14 eV

Formula: C34H66ClFN4O13PS4
Source: the OMol25 dataset
Level of theory: the ωB97M-V functional and the def2-TZVPD basis

XYZ file:
```
124
Properties=species:S:1:pos:R:3:forces:R:3:lowdin_charge:R:1
C 4.881 -1.755 0.940 -1.1 0.3 0.0 -0.02
C 4.588 -1.925 -0.643 1.6 -0.7 0.9 -0.44
O 5.472 -2.497 -1.313 -2.9 1.8 1.0 0.03
N 3.353 -1.350 -1.123 2.0 -1.7 -0.3 0.03
C 3.042 -1.646 -2.542 -2.0 0.0 -1.5 -0.21
C 3.188 -0.419 -3.565 0.3 0.2 0.0 -0.16
C 3.739 0.946 -2.946 0.3 1.1 -1.4 -0.19
C 2.588 2.087 -2.770 1.3 -1.0 -0.2 -0.12
C 1.878 1.862 -1.349 -0.6 -0.3 -1.3 -0.23
N 0.482 1.423 -1.750 1.1 1.2 1.0 -0.03
C -0.467 1.294 -0.635 -0.8 -2.4 -0.3 -0.21
C -0.353 2.304 0.592 -0.2 -1.0 2.1 -0.31
P -1.728 3.554 0.377 -3.7 -2.0 -4.3 0.93
O -1.365 5.058 -0.282 0.3 0.1 3.5 -0.29
O -3.074 3.436 1.376 2.1 2.1 0.7 -0.26
N 1.071 2.815 0.922 -0.2 -0.5 -0.4 -0.15
C 1.032 4.034 1.794 1.1 1.5 0.8 -0.04
C 0.223 4.049 3.139 1.1 1.9 4.4 -0.33
O 0.644 4.886 3.996 -0.9 -2.4 -3.9 0.07
N -0.945 3.268 3.553 0.1 1.4 0.6 -0.18
C -1.751 4.162 4.483 -1.2 -0.5 0.8 -0.10
C -0.607 2.074 4.393 1.3 -1.9 -1.3 -0.08
C 1.806 1.774 1.698 3.2 -2.8 2.4 -0.24
C 3.400 1.825 1.680 0.0 -0.3 0.5 0.00
F 1.514 0.392 1.373 -0.3 2.4 -0.3 -0.02
C 1.664 3.167 -0.448 -0.6 0.8 -2.6 -0.15
C 2.736 4.318 -0.571 1.0 1.2 -0.8 -0.10
C 4.282 4.005 -0.472 2.3 -1.9 -1.4 -0.67
O 4.981 3.296 -1.194 -3.1 2.4 2.4 0.03
Cl 5.203 4.876 0.889 -1.1 -0.4 -0.8 0.60
H 5.546 -0.838 1.132 -0.9 -1.4 -0.5 0.09
H 3.895 -1.577 1.508 1.4 -0.2 -0.8 0.06
H 5.357 -2.690 1.392 -0.5 1.3 -1.0 0.09
H 2.560 -1.503 -0.490 0.6 0.1 -0.3 0.12
H 3.601 -2.536 -2.988 -0.5 1.2 1.1 0.13
H 1.927 -1.955 -2.564 2.3 0.8 0.0 0.08
H 2.166 -0.189 -4.039 1.4 -0.4 0.6 0.10
H 3.861 -0.760 -4.434 -0.9 0.6 1.4 0.12
H 4.458 1.394 -3.731 -1.0 -0.7 1.2 0.12
H 4.356 0.842 -1.998 -0.9 -0.1 -1.2 0.09
H 3.112 3.075 -2.929 -0.8 -1.0 0.5 0.09
H 1.860 1.948 -3.650 0.8 0.4 1.6 0.12
H 2.472 1.023 -0.848 -0.8 1.3 -0.2 0.11
H 0.553 0.589 -2.350 -0.3 0.5 0.7 0.12
H -1.533 1.382 -1.066 1.7 0.2 0.9 0.12
H -0.417 0.204 -0.248 0.0 1.8 0.1 0.13
H -0.636 1.681 1.525 0.0 1.1 -1.6 0.10
H -1.274 5.715 0.461 0.1 0.0 -1.2 0.07
H -3.127 4.122 2.084 0.0 -0.8 -0.2 0.05
H 0.754 4.992 1.215 0.1 -1.8 0.6 0.15
H 2.129 4.232 2.099 -1.8 -0.3 -0.3 0.15
H -1.294 4.196 5.541 -0.5 0.4 -1.8 0.11
H -2.767 3.632 4.627 1.5 0.8 -0.4 0.11
H -1.942 5.193 4.048 0.5 -1.3 0.6 0.10
H -0.600 1.162 3.686 -0.1 1.2 1.3 0.08
H 0.466 2.164 4.788 -1.6 0.0 0.0 0.11
H -1.364 1.871 5.219 1.1 0.6 -1.2 0.11
H 1.572 1.775 2.828 -0.4 0.7 -2.0 0.16
H 3.751 1.019 2.427 -0.7 1.2 -1.1 0.11
H 3.776 2.813 2.099 -0.4 -1.2 -0.8 0.07
H 3.880 1.544 0.684 -0.8 0.6 1.3 0.09
H 0.760 3.672 -0.977 1.4 -0.8 1.0 0.17
H 2.632 4.712 -1.658 0.1 -0.9 1.7 0.16
H 2.554 5.277 0.026 0.1 -1.7 -0.5 0.12
C -4.860 -1.656 3.674 -0.2 -0.1 0.0 -0.22
C -3.906 -2.679 3.053 0.0 -0.1 0.2 -0.21
C -3.374 -2.079 1.749 0.2 -0.6 -0.1 -0.21
S -3.413 -0.303 1.966 -0.5 -0.2 0.0 0.68
O -4.372 0.253 1.042 0.5 0.1 0.1 -0.30
O -2.055 0.196 2.062 0.0 0.2 -0.3 -0.36
C -4.138 -0.317 3.595 -0.2 0.0 0.4 -0.23
H -5.116 -1.914 4.703 0.0 0.1 -0.1 0.12
H -5.787 -1.617 3.094 0.1 0.1 0.1 0.13
H -3.074 -2.865 3.739 -0.1 0.0 -0.1 0.12
H -4.401 -3.636 2.872 0.1 0.1 0.0 0.12
H -2.350 -2.396 1.548 -0.1 0.2 -0.1 0.11
H -4.014 -2.329 0.902 0.1 0.2 0.0 0.11
H -4.803 0.537 3.714 0.1 0.0 -0.2 0.11
H -3.325 -0.266 4.323 0.0 0.0 -0.1 0.10
C -2.931 9.231 -3.227 0.1 -0.1 -0.1 -0.22
C -3.832 8.021 -2.967 -0.1 0.0 -0.2 -0.21
C -3.548 7.536 -1.544 -0.2 -0.5 -0.3 -0.23
S -3.005 8.971 -0.625 -0.5 0.3 -0.1 0.66
O -1.622 8.777 -0.243 -0.1 -0.1 0.3 -0.34
O -4.024 9.337 0.332 0.5 -0.2 0.1 -0.32
C -3.060 10.115 -1.993 0.1 0.3 -0.4 -0.23
H -3.221 9.765 -4.134 0.0 0.0 0.1 0.12
H -1.894 8.901 -3.345 -0.1 0.1 0.0 0.12
H -4.880 8.323 -3.051 0.1 0.0 0.0 0.12
H -3.660 7.226 -3.696 0.0 0.1 0.1 0.12
H -4.441 7.122 -1.075 0.2 0.1 0.1 0.11
H -2.743 6.800 -1.526 0.0 0.1 0.1 0.08
H -2.256 10.844 -1.901 -0.1 -0.1 0.2 0.11
H -4.029 10.618 -1.968 0.1 -0.1 0.1 0.11
C 1.624 -6.280 -3.410 0.2 0.0 -0.1 -0.20
C 2.427 -6.680 -2.171 0.1 -0.4 0.0 -0.21
C 2.308 -5.539 -1.159 0.5 -0.1 0.1 -0.20
S 0.741 -4.741 -1.489 0.0 -0.9 0.0 0.69
O 0.998 -3.395 -1.958 -0.8 -0.4 0.6 -0.36
O -0.175 -5.016 -0.402 0.0 0.5 0.0 -0.34
C 0.295 -5.752 -2.889 -0.1 -0.1 -0.5 -0.22
H 1.481 -7.122 -4.090 0.0 0.1 0.1 0.13
H 2.153 -5.491 -3.955 -0.1 0.0 0.0 0.12
H 2.005 -7.596 -1.744 0.2 0.4 -0.2 0.07
H 3.472 -6.883 -2.415 -0.1 0.1 0.0 0.12
H 2.316 -5.908 -0.133 -0.1 0.2 0.0 0.11
H 3.099 -4.798 -1.294 -0.1 0.1 0.0 0.10
H -0.248 -5.155 -3.622 0.0 0.1 0.2 0.11
H -0.336 -6.565 -2.525 0.0 0.1 0.0 0.09
C -1.178 -9.911 1.186 0.0 0.1 0.1 -0.22
C -2.199 -8.944 0.582 -0.2 0.0 0.1 -0.21
C -1.602 -8.397 -0.716 -0.3 0.5 0.2 -0.23
S -0.492 -9.662 -1.327 -0.5 -0.5 -0.1 0.68
O 0.861 -9.149 -1.282 -0.3 -0.2 -0.2 -0.33
O -1.051 -10.251 -2.521 0.5 0.3 0.1 -0.31
C -0.714 -10.793 0.034 0.0 -0.2 0.4 -0.23
H -1.610 -10.503 1.995 0.1 0.0 -0.1 0.12
H -0.332 -9.348 1.592 0.0 -0.1 0.0 0.12
H -3.126 -9.484 0.363 0.1 0.0 0.0 0.12
H -2.447 -8.135 1.272 0.0 -0.1 -0.1 0.12
H -2.372 -8.202 -1.463 0.2 0.0 -0.1 0.11
H -1.018 -7.492 -0.537 0.0 -0.1 0.0 0.08
H 0.221 -11.314 0.242 0.0 0.0 -0.2 0.11
H -1.488 -11.509 -0.250 0.1 0.1 -0.1 0.11
```
Positions in Å, forces in eV/Å.

## Properties
Highest occupied orbital energy = -0.3683 Ha
DFT total energy = -136762.5180 eV
Spin multiplicity = 1
Total charge = +1
LUMO level = -2.86 eV

no.,orbital gap (eV)
1,8.26
2,7.16